ORCA calculation (the ωB97M-V functional and the def2-TZVPD basis) on the molecule C6H10N2 in a non-equilibrium geometry.

Last column: Mulliken charge in e.
Cartesian coordinates (Å):
C (1.79683, -2.04709, 0.11422)  -0.749
C (-1.98163, 1.23630, -0.04114)  -1.340
C (-1.13929, 0.07133, 0.39183)  0.706
C (0.76640, 0.55925, -0.36910)  0.259
C (0.00769, -0.52620, -0.84630)  -0.286
C (1.28556, 1.78371, -0.27909)  -0.897
N (1.27883, -0.74183, -0.22588)  -0.181
N (-1.41734, -0.72935, 1.34233)  -0.666
H (-2.30977, -0.49996, 1.79129)  0.247
H (-0.55037, -1.16669, -1.50582)  0.465
H (2.13394, -2.54031, -0.80254)  0.269
H (2.65577, -1.92757, 0.77750)  0.300
H (1.03227, -2.64163, 0.61735)  0.297
H (-3.00581, 1.13349, 0.32642)  0.450
H (-2.00662, 1.31755, -1.13076)  0.307
H (-1.57948, 2.15998, 0.38111)  0.292
H (2.30989, 1.90475, 0.04531)  0.252
H (0.72315, 2.65428, -0.58674)  0.276

Atoms 1-3, force components in eV/Å:
0.52 0.69 0.87
0.08 0.18 0.05
-1.58 -3.56 -1.00

Summary:
Calculated total energy, eV: -9358.2797
Charge: 0
LUMO, eV: 0.86
Relative energy (zero: lowest compared OMol25 entry of this formula, charge and spin), kcal per mole: 142.0
Spin multiplicity: 1
Molecular weight, g/mol: 110.2
SMILES: [H]/N=C(\C)[C@H]1C(=C)N1C
Strongest force on any atom, eV/A: 5.51

---

ORCA calculation (the ωB97M-V functional and the def2-TZVPD basis) on a cluster of 2 separate species, C2H2NO3S in total in a non-equilibrium geometry.

Last column: Mulliken charge in e.
Cartesian coordinates (Å):
C (0.75786, 0.46295, 1.68794)  0.435
C (0.94015, -0.23393, 0.51222)  -0.266
N (-1.66879, 0.11868, -1.62187)  0.101
O (0.33655, 0.77763, 2.75498)  -0.478
O (-2.56434, -0.26242, -2.48284)  -0.494
O (-0.98643, -0.91675, -1.16419)  -0.474
S (1.26947, 1.59046, 0.31647)  -0.300
H (1.85987, -0.91354, 0.33338)  0.204
H (0.05565, -0.62309, -0.33610)  0.273

Atoms 1-3, force components in eV/Å:
-0.95 2.15 0.41
1.52 -2.83 -2.16
-1.80 -3.52 -2.24

Summary:
Calculated total energy, eV: -20571.2252
Charge: -1
LUMO, eV: 3.55
Relative energy (zero: lowest compared OMol25 entry of this formula, charge and spin), kcal per mole: 101.2
Spin multiplicity: 1
Molecular weight, g/mol: 120.1
Strongest force on any atom, eV/A: 4.54

---

ORCA calculation (the ωB97M-V functional and the def2-TZVPD basis) on a cluster of 8 separate species, C32H50O22P2S in total in a non-equilibrium geometry.

Last column: Mulliken charge in e.
Cartesian coordinates (Å):
C (0.90640, -0.66225, 0.19964)  -1.747
C (0.07785, -1.79826, -0.50595)  -0.201
P (-1.28209, -2.27860, 0.71678)  0.771
O (-1.94066, -3.74238, 0.33957)  -0.371
O (-0.63034, -2.45087, 2.23093)  -0.565
O (-0.36818, -1.12852, -1.70708)  -0.051
C (0.81928, -1.03138, -2.44192)  0.663
O (1.08181, -0.08700, -3.03933)  -0.518
O (1.54243, -2.16235, -2.27720)  -0.364
C (0.99924, -2.85620, -1.12068)  1.696
S (0.21595, -4.33333, -1.94907)  -0.229
P (2.20969, -3.68017, 0.02533)  0.340
O (1.43753, -4.45457, 0.99110)  -0.706
O (3.04157, -4.70985, -0.91270)  -0.501
O (3.14185, -2.64294, 0.77604)  -0.112
H (0.56216, 0.30923, -0.15518)  0.428
H (1.97836, -0.74189, -0.01378)  0.432
H (0.74662, -0.64456, 1.28017)  -0.004
H (-2.79812, -3.63224, -0.10205)  0.248
H (0.33692, -2.56935, 2.17441)  0.266
H (-1.06371, -3.94593, -2.18947)  0.105
H (3.22692, -5.45060, -0.31083)  0.323
H (3.71873, -2.14250, 0.15193)  0.302
O (-3.14032, -0.09339, 1.14557)  -0.456
C (-3.73080, 0.56126, 0.34455)  0.407
O (-4.95169, 1.12643, 0.57886)  -0.441
C (-5.43292, 1.75271, -0.61947)  -0.579
C (-4.19355, 2.01761, -1.45884)  -0.533
C (-3.28692, 0.85663, -1.07135)  -0.009
H (-6.13062, 1.07055, -1.11227)  0.303
H (-5.96113, 2.66953, -0.36137)  0.352
H (-4.40240, 2.07803, -2.52656)  0.425
H (-3.73289, 2.95921, -1.15246)  0.088
H (-3.46565, -0.02598, -1.68842)  0.449
H (-2.23614, 1.13278, -1.09862)  0.033
O (-0.11065, 1.82185, 1.32235)  -0.546
C (-0.86773, 2.64060, 1.76378)  -0.029
O (-2.04626, 2.94918, 1.17582)  -0.212
C (-2.67369, 4.03806, 1.88152)  -0.482
C (-2.06237, 4.01621, 3.26776)  -0.937
C (-0.65760, 3.49861, 2.99148)  1.086
H (-2.45916, 4.96727, 1.35015)  0.338
H (-3.75126, 3.88385, 1.90155)  0.348
H (-2.08827, 4.98238, 3.76162)  0.433
H (-2.59545, 3.30025, 3.89832)  0.374
H (0.03203, 4.30294, 2.74337)  -0.306
H (-0.27195, 2.90609, 3.81962)  -0.180
O (5.01168, -1.62342, -0.99385)  -0.604
C (6.03203, -1.07147, -0.67364)  0.491
O (7.02124, -0.80091, -1.54754)  -0.437
C (8.14877, -0.24279, -0.84854)  -0.483
C (7.57585, 0.32220, 0.43782)  -0.631
C (6.41908, -0.62848, 0.71905)  -0.037
H (8.87386, -1.03949, -0.66833)  0.261
H (8.61450, 0.52255, -1.46591)  0.342
H (8.30435, 0.38262, 1.24468)  0.361
H (7.18858, 1.32742, 0.25969)  0.269
H (6.73658, -1.50065, 1.29350)  0.323
H (5.59553, -0.12450, 1.21793)  0.039
O (4.01928, 0.07404, 2.77755)  -0.620
C (3.00844, 0.17005, 3.41851)  0.422
O (1.96691, -0.68533, 3.31738)  -0.256
C (0.87162, -0.22439, 4.13832)  0.134
C (1.50992, 0.67630, 5.17876)  -0.714
C (2.68489, 1.26723, 4.41122)  -0.220
H (0.16212, 0.30962, 3.50224)  -0.201
H (0.36760, -1.07879, 4.58320)  0.348
H (0.82411, 1.42068, 5.58132)  0.336
H (1.88115, 0.07658, 6.01265)  0.338
H (2.40258, 2.16705, 3.86125)  0.082
H (3.53535, 1.46704, 5.05875)  0.373
O (-1.21542, 6.94394, 2.89308)  -0.542
C (-0.07979, 7.16970, 2.58788)  0.537
O (0.68562, 6.31268, 1.86666)  -0.285
C (2.02680, 6.82399, 1.76086)  -0.496
C (1.90078, 8.31868, 1.99577)  -0.492
C (0.72696, 8.39381, 2.96502)  -0.507
H (2.64534, 6.33407, 2.51648)  0.276
H (2.42626, 6.59192, 0.77604)  0.328
H (2.81548, 8.77301, 2.37277)  0.331
H (1.63738, 8.81943, 1.06224)  0.269
H (1.04734, 8.29882, 4.00387)  0.270
H (0.14341, 9.30029, 2.82862)  0.315
O (-2.36677, -2.91680, -7.87145)  -0.575
C (-1.32220, -2.42791, -7.55633)  0.334
O (-0.33000, -2.15003, -8.44148)  -0.347
C (0.83046, -1.67284, -7.73784)  -0.475
C (0.30677, -1.15251, -6.41177)  -0.304
C (-0.88067, -2.06952, -6.15212)  -0.141
H (1.52658, -2.50556, -7.61207)  0.269
H (1.31597, -0.89507, -8.32421)  0.320
H (1.05334, -1.16316, -5.61940)  0.184
H (-0.04255, -0.12484, -6.52966)  0.242
H (-0.58569, -2.98188, -5.62996)  0.177
H (-1.67644, -1.56280, -5.61217)  0.313
O (-4.81806, -3.90328, 0.21404)  -0.559
C (-5.35143, -4.91045, -0.15445)  0.473
O (-6.69500, -5.05589, -0.22959)  -0.379
C (-7.01877, -6.40747, -0.59789)  -0.459
C (-5.77323, -6.94376, -1.28193)  -0.556
C (-4.66264, -6.19874, -0.55248)  -0.248
H (-7.26766, -6.96364, 0.30888)  0.259
H (-7.88428, -6.40536, -1.25736)  0.319
H (-5.68682, -8.02791, -1.23011)  0.332
H (-5.77646, -6.65751, -2.33557)  0.277
H (-4.34282, -6.72096, 0.35038)  0.288
H (-3.81064, -6.00176, -1.19841)  0.209

Atoms 1-3, force components in eV/Å:
-0.09 -0.36 0.32
1.95 -0.25 1.03
-3.03 1.33 -0.02

Summary:
Calculated total energy, eV: -108457.1412
Charge: 0
LUMO, eV: 0.25
Spin multiplicity: 1
Molecular weight, g/mol: 880.7
SMILES: C[C@@]1(P(O)O)OC(=O)O[C@@]1(S)P(=O)(O)O.O=C1CCCO1.O=C1CCCO1.O=C1CCCO1.O=C1CCCO1.O=C1CCCO1.O=C1CCCO1.O=C1CCCO1
Strongest force on any atom, eV/A: 4.22

---

ORCA calculation (the ωB97M-V functional and the def2-TZVPD basis) on the molecule C23H30N6O2.

Last column: Mulliken charge in e.
Cartesian coordinates (Å):
C (4.25405, -0.51673, 5.81492)  -1.198
H (3.69990, -0.47253, 6.74928)  0.323
H (5.16194, 0.07121, 5.91832)  0.407
H (4.52905, -1.55163, 5.62381)  0.323
C (3.40111, 0.03347, 4.67400)  -0.548
N (2.17674, -0.70316, 4.52608)  1.165
C (2.01340, -1.91953, 3.97063)  -0.799
C (0.66769, -2.22283, 4.03550)  1.080
C (0.10657, -1.10444, 4.67744)  -0.568
N (1.02757, -0.20485, 4.96336)  -1.070
H (-0.91999, -0.93022, 4.93385)  0.527
C (-0.05634, -3.42718, 3.51335)  -1.591
N (-0.50320, -3.39699, 2.12964)  0.257
C (-1.40907, -2.32939, 1.76649)  -1.234
C (-0.72657, -1.01101, 1.38009)  -0.374
H (-1.47526, -0.30650, 1.01747)  0.381
H (-0.22069, -0.57473, 2.24098)  0.193
C (0.30968, -1.25042, 0.28059)  0.103
N (1.06483, -0.03817, 0.04886)  1.010
C (1.04429, 0.79632, -1.01391)  0.547
C (1.96036, 1.80123, -0.76108)  -1.080
C (2.47492, 1.48566, 0.49861)  -0.333
N (1.92684, 0.38295, 0.96989)  -1.136
H (3.21152, 2.01293, 1.07159)  0.444
H (2.20521, 2.63111, -1.39113)  0.454
N (0.26042, 0.60659, -2.15470)  0.063
C (-1.08498, 0.48024, -2.18990)  0.167
O (-1.81163, 0.41609, -1.22545)  -0.639
C (-1.63875, 0.46978, -3.62366)  -0.067
C (-2.20643, 1.85574, -3.84816)  0.178
C (-3.52718, 2.13224, -3.52328)  -0.321
C (-4.02861, 3.41077, -3.68889)  -0.631
C (-3.21806, 4.41834, -4.18465)  -0.399
C (-1.89943, 4.14629, -4.50666)  -0.709
C (-1.39188, 2.87154, -4.33105)  -0.035
H (-0.36206, 2.65677, -4.57888)  0.342
H (-1.26178, 4.92933, -4.88992)  0.388
H (-3.61255, 5.41468, -4.31766)  0.390
H (-5.05621, 3.62046, -3.43208)  0.389
H (-4.15515, 1.34675, -3.13052)  0.398
O (-0.61102, 0.12620, -4.53133)  -0.471
C (-1.08149, -0.11887, -5.83584)  -0.790
H (-1.78764, -0.95711, -5.84617)  0.312
H (-0.20836, -0.37215, -6.43395)  0.278
H (-1.57304, 0.76443, -6.25713)  0.308
H (-2.44999, -0.27309, -3.66224)  0.631
H (0.71885, 0.71421, -3.04996)  0.282
C (1.27300, -2.36300, 0.69312)  -0.478
C (0.48991, -3.61631, 1.10638)  -1.081
H (-0.03945, -4.00350, 0.22582)  0.360
H (1.18244, -4.38882, 1.44863)  0.472
H (1.86771, -1.99506, 1.52713)  0.110
H (1.94481, -2.60513, -0.13368)  0.424
H (-0.19570, -1.51553, -0.65366)  0.165
H (-1.99526, -2.68219, 0.90898)  0.374
H (-2.09466, -2.15812, 2.59793)  0.427
H (-0.95328, -3.58074, 4.12426)  0.380
H (0.58055, -4.31065, 3.62148)  0.394
H (2.84471, -2.47790, 3.58733)  0.464
H (3.95175, -0.00626, 3.72939)  0.254
H (3.11944, 1.06809, 4.87852)  0.386

Atoms 1-3, force components in eV/Å:
-0.15 0.10 -0.17
-0.03 -0.01 0.08
0.12 0.04 0.03

Summary:
Calculated total energy, eV: -37372.9730
Charge: 0
LUMO, eV: 0.65
Relative energy (zero: lowest compared OMol25 entry of this formula, charge and spin), kcal per mole: 52.7
Spin multiplicity: 1
Molecular weight, g/mol: 422.5
SMILES: CCn1cc(CN2CCC(n3nccc3NC(=O)[C@H](OC)c3ccccc3)CC2)cn1
Strongest force on any atom, eV/A: 0.86